No. 1
Computed, not measured: a structure of composition C28H48O7S3Sr, with ωB97M-V/def2-TZVPD.

Each line ends with the Löwdin charge.
CARTESIAN COORDINATES (ANGSTROEM)
Sr (-0.0942, -0.9836, 0.0541)  1.61
C (-1.5319, -0.5614, 3.1202)  -0.14
C (-0.0399, -0.2203, 3.1671)  -0.14
O (0.7468, -1.1231, 2.3828)  -0.30
C (1.0027, -2.4239, 2.9384)  -0.15
C (-0.0021, -3.4618, 2.4667)  -0.14
O (-0.1360, -3.4715, 1.0383)  -0.22
C (0.7092, -4.3644, 0.2950)  -0.13
C (1.8564, -3.6202, -0.3592)  -0.16
O (1.3460, -2.5279, -1.1385)  -0.32
C (1.2144, -2.7622, -2.5420)  -0.16
C (0.6610, -1.4834, -3.1320)  -0.14
O (-0.5432, -1.0837, -2.4631)  -0.24
C (-1.7732, -1.6441, -2.9373)  -0.13
C (-2.4262, -2.4966, -1.8683)  -0.15
O (-2.4354, -1.7406, -0.6545)  -0.25
C (-3.2213, -2.3308, 0.3849)  -0.14
C (-3.1780, -1.4064, 1.5808)  -0.13
O (-1.8113, -1.0791, 1.8214)  -0.29
H (-2.1155, 0.3431, 3.3108)  0.15
H (-1.8042, -1.3072, 3.8727)  0.14
H (0.2968, -0.2220, 4.2050)  0.14
H (0.1364, 0.7680, 2.7407)  0.13
H (1.0202, -2.3732, 4.0297)  0.15
H (2.0036, -2.6929, 2.6026)  0.07
H (-0.9970, -3.2576, 2.8571)  0.12
H (0.3052, -4.4459, 2.8282)  0.14
H (0.0756, -4.8202, -0.4682)  0.13
H (1.0906, -5.1629, 0.9353)  0.14
H (2.4459, -4.2968, -0.9808)  0.15
H (2.5166, -3.1771, 0.3866)  0.07
H (0.5454, -3.6102, -2.7250)  0.14
H (2.1909, -2.9779, -2.9823)  0.13
H (0.5027, -1.5848, -4.2063)  0.15
H (1.3786, -0.6812, -2.9569)  0.11
H (-1.6067, -2.2464, -3.8320)  0.14
H (-2.4283, -0.8130, -3.1989)  0.14
H (-1.8875, -3.4380, -1.7102)  0.13
H (-3.4480, -2.7295, -2.1785)  0.15
H (-2.8078, -3.3106, 0.6395)  0.14
H (-4.2551, -2.4556, 0.0539)  0.15
H (-3.6070, -1.9175, 2.4464)  0.15
H (-3.7485, -0.4902, 1.4017)  0.13
C (5.8129, -1.0377, -0.6620)  -0.50
C (5.4386, -1.7000, 0.6668)  -0.50
S (3.8542, -1.2798, 1.4261)  0.87
C (4.0339, 0.4534, 1.9066)  -0.50
C (3.9518, 1.5032, 0.8011)  -0.48
S (2.5079, 1.3095, -0.2801)  0.85
C (3.1906, 1.5530, -1.9446)  -0.51
C (4.4596, 0.7983, -2.3284)  -0.51
S (4.5028, -0.9741, -1.9310)  0.87
H (6.6521, -1.5846, -1.0900)  0.08
H (6.1560, -0.0197, -0.4948)  0.06
H (6.2276, -1.5087, 1.3961)  0.09
H (5.3815, -2.7825, 0.5458)  0.07
H (4.9773, 0.5706, 2.4428)  0.09
H (3.2355, 0.6092, 2.6338)  0.07
H (4.8368, 1.4713, 0.1720)  0.06
H (3.9059, 2.4944, 1.2511)  0.09
H (3.3588, 2.6204, -2.0942)  0.09
H (2.3653, 1.2724, -2.6008)  0.06
H (5.3374, 1.2578, -1.8795)  0.07
H (4.5876, 0.8987, -3.4063)  0.08
C (-4.2889, 6.8271, 0.0232)  -0.02
C (-3.7221, 5.4445, -0.0959)  -0.22
C (-4.5416, 4.3549, -0.3901)  0.01
C (-4.0332, 3.0800, -0.5214)  -0.18
C (-4.9979, 1.9624, -0.8530)  -0.03
C (-2.6394, 2.8706, -0.3272)  -0.10
C (-2.1723, 1.5161, -0.4385)  -0.15
O (-1.0678, 1.0498, -0.1228)  -0.21
C (-1.7922, 3.9700, -0.0411)  -0.17
C (-0.2998, 3.8662, 0.1311)  -0.03
C (-2.3580, 5.2266, 0.0673)  0.00
H (-5.3737, 6.8265, -0.0564)  0.08
H (-3.8875, 7.4691, -0.7630)  0.10
H (-4.0094, 7.2759, 0.9773)  0.09
H (-5.6045, 4.5174, -0.5234)  0.12
H (-6.0090, 2.3564, -0.9209)  0.09
H (-5.0043, 1.1822, -0.0898)  0.07
H (-4.7676, 1.4961, -1.8135)  0.09
H (-2.9025, 0.8054, -0.8447)  0.11
H (0.1191, 2.9373, -0.2325)  0.02
H (-0.0397, 3.9560, 1.1894)  0.10
H (0.1821, 4.6972, -0.3847)  0.09
H (-1.7105, 6.0721, 0.2744)  0.13

- F_max: 0.0310 hartree/bohr
- Calculated total energy: -77478.00588 eV
- Charge: +2
- Energy relative to the best compared isomer or geometry (same formula, charge and spin): 19.3 kcal per mole
- Frontier orbital gap: 8.1 eV

No. 2
Computed, not measured: a structure of composition C28H49BIN3O6S, with ωB97M-V/def2-TZVPD.

Each line ends with the Löwdin charge.
CARTESIAN COORDINATES (ANGSTROEM)
C (-2.0593, 1.7442, -2.6163)  -0.09
O (-1.3695, 2.6155, -3.5572)  -0.02
B (-0.1098, 3.0954, -3.0413)  -0.49
O (0.5310, 4.2443, -3.6633)  0.08
C (0.6185, 2.3369, -1.7781)  0.01
C (0.2448, 2.7780, -0.3482)  -0.12
C (-0.7723, 3.9492, 0.0367)  -0.14
C (0.0713, 5.3622, 0.0519)  -0.24
N (1.5247, 5.0492, 0.1099)  -0.02
C (0.9664, 2.0007, 0.8442)  0.04
C (2.0061, 0.8790, 0.6461)  -0.10
C (2.6640, 0.2428, 1.9596)  -0.24
C (3.1276, 1.3325, 3.0556)  -0.74
C (2.9603, 0.7838, 4.5781)  -0.17
I (5.2215, 1.8851, 2.6046)  0.70
C (2.3307, 0.4601, -0.8293)  -0.23
N (3.2507, -0.5966, -1.2304)  -0.25
S (3.1169, -0.5613, -2.9354)  0.89
N (2.0497, 0.6846, -3.4122)  -0.23
C (1.6503, 1.1843, -2.0902)  -0.23
H (-3.0876, 1.5101, -3.0957)  0.11
H (-1.5425, 0.7344, -2.4472)  0.09
H (-2.2667, 2.2511, -1.6002)  0.09
H (-0.1823, 4.8434, -4.0010)  0.11
H (-1.1817, 3.7096, 1.0843)  0.11
H (-1.5915, 4.0736, -0.7551)  0.10
H (-0.2703, 5.9861, 0.9645)  0.12
H (-0.2476, 5.9622, -0.8759)  0.11
H (2.0020, 5.1806, -0.7894)  0.08
H (2.0061, 5.5130, 0.8888)  0.07
H (0.6897, 2.3069, 1.9142)  0.10
H (3.5904, -0.3957, 1.7248)  0.09
H (1.8274, -0.3798, 2.4641)  0.12
H (2.5496, 2.3156, 3.0180)  0.06
H (3.2521, 1.6252, 5.3054)  0.06
H (3.5665, -0.1796, 4.7575)  0.09
H (1.8460, 0.5004, 4.6895)  0.08
C (0.1650, -4.0391, -0.3635)  -0.16
C (0.6719, -2.9361, -1.2642)  -0.17
C (-0.5009, -1.9776, -1.2807)  -0.19
O (-1.1624, -2.1077, -0.0138)  -0.15
C (-0.6446, -3.2645, 0.6578)  -0.21
H (0.9583, -4.6380, 0.0875)  0.12
H (-0.4905, -4.7093, -0.9302)  0.11
H (1.5415, -2.4537, -0.8064)  0.09
H (0.9562, -3.2784, -2.2605)  0.10
H (-1.2206, -2.2432, -2.0634)  0.12
H (-0.1919, -0.9393, -1.4289)  0.09
H (-0.0138, -2.9176, 1.4839)  0.11
H (-1.4696, -3.8499, 1.0713)  0.11
C (-4.4363, -2.3128, -0.8754)  -0.18
C (-5.8202, -2.2976, -1.4854)  -0.18
C (-5.8036, -3.5522, -2.3363)  -0.21
O (-4.9299, -4.4835, -1.6848)  -0.14
C (-4.2052, -3.7941, -0.6564)  -0.20
H (-4.3539, -1.7289, 0.0426)  0.12
H (-3.7087, -1.9237, -1.5953)  0.11
H (-6.5743, -2.3909, -0.6967)  0.11
H (-6.0378, -1.3956, -2.0604)  0.11
H (-5.3962, -3.3513, -3.3331)  0.12
H (-6.7956, -3.9963, -2.4487)  0.12
H (-4.6050, -4.1194, 0.3106)  0.12
H (-3.1484, -4.0658, -0.7056)  0.10
C (0.7399, 3.4887, 8.3463)  -0.18
C (1.1091, 4.9312, 8.0807)  -0.18
C (2.4585, 4.7918, 7.4042)  -0.20
O (2.4423, 3.5423, 6.7005)  -0.16
C (1.2958, 2.7906, 7.1212)  -0.22
H (-0.3312, 3.3264, 8.4795)  0.12
H (1.2547, 3.1332, 9.2450)  0.12
H (0.3878, 5.3770, 7.3877)  0.12
H (1.1449, 5.5488, 8.9798)  0.11
H (3.2696, 4.7523, 8.1388)  0.12
H (2.6626, 5.6051, 6.7038)  0.12
H (0.5721, 2.7959, 6.2985)  0.12
H (1.5871, 1.7572, 7.3223)  0.11
C (0.0768, -4.7275, -6.7286)  -0.18
C (1.5555, -4.4273, -6.6228)  -0.18
C (1.6376, -3.7151, -5.2873)  -0.21
O (0.5909, -4.2513, -4.4662)  -0.16
C (-0.2869, -5.0319, -5.2888)  -0.20
H (-0.1576, -5.5478, -7.4094)  0.11
H (-0.4596, -3.8356, -7.0692)  0.12
H (2.1221, -5.3635, -6.5826)  0.12
H (1.9432, -3.8291, -7.4492)  0.12
H (1.4590, -2.6400, -5.3979)  0.11
H (2.6019, -3.8590, -4.7939)  0.12
H (-0.1176, -6.0878, -5.0515)  0.12
H (-1.3253, -4.7849, -5.0564)  0.12

- F_max: 0.1266 hartree/bohr
- Calculated total energy: -66193.03843 eV
- Charge: 0
- Frontier orbital gap: 7.3 eV